Record 1
8 unconnected molecules or ions with the total composition C31H68BrIO22PS8. Source: the Open Molecules 2025 dataset; level of theory: ωB97M-V/def2-TZVPD.

Positions of all 132 atoms, in Å:
O1 3.70001 -1.02019 -1.16386
C1 2.52795 -1.02308 -1.31953
I1 1.50987 -2.63173 -2.24910
C2 1.61288 0.09500 -0.87197
P1 2.06012 0.79421 0.73816
S1 2.99041 -0.55381 1.93893
Br1 0.18260 1.37038 1.61972
C3 3.07704 2.26141 0.68289
C4 4.15926 2.25487 -0.40588
C5 3.62721 2.43005 -1.80400
C6 4.01333 1.56890 -2.83472
C7 3.49211 1.70931 -4.12010
C8 2.57072 2.72106 -4.39312
C9 2.18786 3.59372 -3.37394
C10 2.71407 3.45168 -2.09319
H1 1.61538 0.87294 -1.63748
H2 0.59551 -0.27391 -0.77449
H3 2.49834 -1.67898 1.38450
H4 2.39850 3.10669 0.60083
H5 3.54178 2.32719 1.66814
H6 4.79639 3.10370 -0.16573
H7 4.78486 1.36868 -0.34009
H8 4.71708 0.77896 -2.62144
H9 3.80449 1.03595 -4.90374
H10 2.15431 2.83039 -5.38261
H11 1.48030 4.38627 -3.56687
H12 2.39408 4.13439 -1.31732
O2 -0.43039 -5.30128 -3.24932
S2 -1.73759 -5.28369 -3.85020
O3 -2.83534 -4.82231 -3.05890
O4 -2.04648 -6.72153 -4.42084
C11 -1.88770 -7.85784 -3.53158
C12 -3.02804 -7.99651 -2.54634
C13 -1.69535 -4.42688 -5.38048
H13 -0.92172 -7.77820 -3.03203
H14 -1.84525 -8.71023 -4.20476
H15 -3.04190 -7.17819 -1.82829
H16 -2.91955 -8.93373 -2.00074
H17 -3.98473 -8.00067 -3.06683
H18 -0.86671 -4.80263 -5.97337
H19 -1.55486 -3.37388 -5.15051
H20 -2.64084 -4.57195 -5.89418
O5 6.82914 3.95665 -0.15601
S3 8.10641 4.14043 0.48010
O6 8.13351 4.72514 1.78296
O7 9.04685 4.93546 -0.50357
C14 8.55411 6.18080 -1.06736
C15 8.60140 7.32903 -0.08352
C16 9.00280 2.63025 0.48703
H21 7.54918 6.01371 -1.45598
H22 9.21291 6.36040 -1.91292
H23 7.89914 7.18630 0.73614
H24 8.34729 8.25429 -0.60030
H25 9.59875 7.42697 0.34292
H26 8.98496 2.20434 -0.51193
H27 8.50631 1.97372 1.19795
H28 10.01917 2.83643 0.81021
O8 -4.42474 -3.61565 3.94235
S4 -4.60069 -2.25191 3.54335
O9 -5.71205 -1.90454 2.71362
O10 -3.25385 -1.75581 2.85207
C17 -2.71158 -2.58880 1.80075
C18 -3.45546 -2.45578 0.49062
C19 -4.55429 -1.19549 4.94226
H29 -2.68173 -3.62240 2.14775
H30 -1.68188 -2.24627 1.69812
H31 -4.46337 -2.85909 0.55926
H32 -2.92804 -3.00171 -0.28830
H33 -3.53711 -1.40616 0.20308
H34 -3.69496 -1.45225 5.55415
H35 -5.47250 -1.36137 5.49777
H36 -4.50702 -0.16387 4.60595
O11 -2.35833 -2.68332 -7.94773
S5 -2.90566 -1.45232 -7.45721
O12 -4.00701 -1.49282 -6.54726
O13 -3.22907 -0.50705 -8.67857
C20 -4.05964 -1.04256 -9.74624
C21 -5.52640 -1.09168 -9.37948
C22 -1.62090 -0.46744 -6.76508
H37 -3.67505 -2.02274 -10.02838
H38 -3.88397 -0.36332 -10.57641
H39 -5.71983 -1.81624 -8.59039
H40 -6.10561 -1.37567 -10.25765
H41 -5.86745 -0.11715 -9.03204
H42 -0.79334 -0.42595 -7.46724
H43 -1.31667 -0.95064 -5.83907
H44 -2.01720 0.52329 -6.56120
O14 -5.68330 -0.38555 7.89746
S6 -6.92282 -0.72695 8.53640
O15 -7.95392 0.25915 8.60780
O16 -6.60573 -1.28631 9.98190
C23 -5.76571 -0.48049 10.84703
C24 -6.50176 0.69513 11.45232
C25 -7.56997 -2.21030 7.85151
H45 -4.88567 -0.16541 10.28563
H46 -5.43994 -1.17674 11.61597
H47 -6.77714 1.42828 10.69640
H48 -5.86049 1.18064 12.18789
H49 -7.41440 0.36205 11.94502
H50 -6.78320 -2.95878 7.81957
H51 -7.91494 -1.96777 6.84841
H52 -8.40303 -2.53943 8.46585
O17 0.54536 7.95120 -2.93372
S7 0.88294 7.66553 -1.57402
O18 0.98050 6.29447 -1.15818
O19 -0.10465 8.43866 -0.61505
C26 -1.53077 8.30133 -0.85486
C27 -2.08470 6.97968 -0.36963
C28 2.35476 8.50861 -1.11715
H53 -1.72337 8.46021 -1.91585
H54 -1.96713 9.13311 -0.30814
H55 -1.70102 6.14565 -0.95522
H56 -3.17069 6.99204 -0.45741
H57 -1.81718 6.81299 0.67350
H58 2.26544 9.54973 -1.41267
H59 3.16937 8.02545 -1.65206
H60 2.49336 8.41312 -0.04394
O20 2.01787 -3.86899 1.93850
S8 1.79562 -5.16012 2.53541
O21 0.85066 -5.25705 3.59951
O22 3.18982 -5.75254 2.98207
C29 4.04361 -4.94031 3.82712
C30 3.58651 -4.90917 5.26931
C31 1.42389 -6.33374 1.28556
H61 4.11073 -3.93945 3.39811
H62 5.02096 -5.40704 3.73465
H63 2.63695 -4.38821 5.37980
H64 4.33532 -4.39697 5.87334
H65 3.45923 -5.92129 5.65041
H66 2.16057 -6.25146 0.49168
H67 0.42960 -6.09139 0.91597
H68 1.43197 -7.32333 1.73364

Results
charge	+1
2S+1	1
HOMO	-11.62	eV
E_LUMO	-0.1087	hartree
largest force on an atom	0.0109	hartree/bohr
orbital gap	0.3182	Ha

---

Record 2
A molecular structure, C31H69Br2InN13O22Si in a non-equilibrium geometry. Source: the Open Molecules 2025 dataset; level of theory: ωB97M-V/def2-TZVPD.

Positions of all 139 atoms, in Å:
C1 -3.85714 -4.66600 3.26407
C2 -3.69849 -3.31199 2.46003
Br1 -4.85717 -1.79285 2.83170
C3 -2.71579 -3.23339 1.53198
Br2 -1.53109 -4.79439 1.20196
In1 -2.22946 -1.38045 0.26293
N1 -0.79349 -0.28499 1.45643
C4 -1.35106 -2.18099 -1.65297
N2 -1.79047 -1.49386 -2.90632
C5 -3.98120 0.00770 0.00457
C6 -3.95660 0.92577 -1.28035
C7 -2.59255 1.65138 -1.56386
C8 -2.24382 2.81019 -0.56416
C9 -1.34410 3.91317 -1.29619
C10 0.16399 3.95297 -0.79283
C11 1.22732 3.56443 -1.89205
C12 2.60296 3.03242 -1.31448
Si1 2.45949 1.31229 -0.48992
C13 0.83886 0.54146 -1.17404
C14 2.42087 1.58535 1.39428
C15 3.84940 0.09687 -0.96974
C16 3.64584 -0.65884 -2.22525
C17 4.57595 -1.65075 -2.72053
C18 5.77555 -1.92568 -1.92824
C19 5.99014 -1.17204 -0.71915
C20 5.05971 -0.16819 -0.20372
H1 -3.86602 -5.54618 2.57157
H2 -4.71498 -4.64673 3.97614
H3 -2.90324 -4.76942 3.85586
H4 -0.89607 0.71933 1.31588
H5 0.15443 -0.60810 1.27566
H6 -1.71084 -3.25186 -1.73851
H7 -0.23008 -2.26618 -1.58997
H8 -2.72035 -1.09231 -2.82838
H9 -1.08566 -0.77958 -3.09414
H10 -4.09728 0.58222 0.96762
H11 -4.90238 -0.63593 -0.07933
H12 -4.72522 1.74081 -1.10550
H13 -4.33690 0.31793 -2.14656
H14 -2.69356 2.12750 -2.58390
H15 -1.80324 0.86914 -1.67096
H16 -3.18140 3.33177 -0.23519
H17 -1.67729 2.46061 0.33439
H18 -1.36562 3.82944 -2.41043
H19 -1.82616 4.90394 -1.05332
H20 0.36422 5.02919 -0.51694
H21 0.23475 3.37590 0.16186
H22 1.47973 4.52186 -2.43605
H23 0.77995 2.89005 -2.66355
H24 3.29744 2.90529 -2.19290
H25 3.09442 3.76601 -0.61940
H26 0.68436 0.75009 -2.26013
H27 0.79744 -0.54084 -0.90072
H28 0.01536 1.05461 -0.60929
H29 1.87432 2.54299 1.59747
H30 3.48639 1.71550 1.74214
H31 1.90754 0.73242 1.90022
H32 2.71914 -0.46794 -2.82106
H33 4.34746 -2.20274 -3.65426
H34 6.47358 -2.71203 -2.29813
H35 6.89284 -1.37690 -0.10552
H36 5.21609 0.40005 0.73453
C21 0.16283 2.86591 -6.75187
N3 0.41093 2.17343 -5.46016
O1 1.17170 1.22463 -5.46495
O2 -0.16908 2.61186 -4.48533
H37 0.74049 2.37344 -7.52886
H38 -0.90247 2.79854 -6.96071
H39 0.47533 3.89143 -6.63369
C22 -8.29272 -1.58269 3.00911
N4 -9.77485 -1.63364 2.89041
O3 -10.34963 -2.55230 3.44443
O4 -10.30734 -0.75334 2.24363
H40 -7.96164 -2.42608 3.60703
H41 -7.88171 -1.63810 2.00385
H42 -8.03179 -0.64236 3.48944
C23 2.06288 -4.28274 1.97953
N5 2.61544 -3.02298 1.40884
O5 3.78991 -3.02240 1.08494
O6 1.85436 -2.08119 1.30619
H43 2.85046 -5.02627 2.00922
H44 1.70463 -4.05974 2.98233
H45 1.24847 -4.60827 1.33352
C24 -11.49798 -5.48129 4.77316
N6 -11.28725 -6.14760 6.08658
O7 -10.53791 -7.10434 6.11773
O8 -11.88372 -5.68454 7.04130
H46 -10.90920 -5.99453 4.01993
H47 -12.55934 -5.54248 4.54246
H48 -11.17496 -4.44779 4.87299
C25 -2.07472 2.26609 3.90301
N7 -1.52916 3.53365 3.34607
O9 -0.35707 3.54816 3.02519
O10 -2.30089 4.47062 3.25153
H49 -1.28198 1.52279 3.92817
H50 -2.43704 2.47907 4.90668
H51 -2.88362 1.94270 3.25111
C26 9.69952 0.20460 -0.71242
N8 10.17172 -1.10800 -1.23034
O11 11.22655 -1.12831 -1.83828
O12 9.46391 -2.06842 -1.00651
H52 10.42232 0.96783 -0.98234
H53 8.73305 0.40906 -1.16904
H54 9.61350 0.11884 0.36818
C27 0.39763 7.72656 -7.42946
N9 0.83644 6.40007 -7.93829
O13 1.88234 6.35192 -8.55108
O14 0.10866 5.45222 -7.70011
H55 1.13644 8.47019 -7.71284
H56 -0.56686 7.94762 -7.88085
H57 0.31865 7.65240 -6.34696
C28 4.99886 6.39185 -0.76474
N10 3.65616 6.67782 -1.33522
O15 2.87977 7.31505 -0.65025
O16 3.43398 6.24986 -2.44887
H58 5.05655 6.82990 0.22748
H59 5.11050 5.31042 -0.71763
H60 5.73787 6.83615 -1.42767
C29 4.62735 -8.40417 3.06839
N11 3.96659 -7.08721 3.26973
O17 3.06290 -6.79078 2.50976
O18 4.37865 -6.40051 4.18143
H61 4.15925 -8.90383 2.22539
H62 5.68001 -8.21556 2.87025
H63 4.49488 -8.97974 3.98155
C30 9.72778 3.65639 2.66204
N12 9.17955 2.89432 1.50844
O19 8.28434 2.10565 1.73292
O20 9.67134 3.11806 0.41788
H64 9.19837 3.35595 3.56144
H65 10.78627 3.41840 2.73851
H66 9.57526 4.71373 2.45841
C31 -8.30707 -4.94423 0.61007
N13 -9.09651 -5.33624 1.80832
O21 -10.08347 -6.03169 1.62712
O22 -8.69423 -4.93093 2.88227
H67 -8.77580 -5.37151 -0.27133
H68 -8.30592 -3.85777 0.55880
H69 -7.29934 -5.33310 0.73965

Results
charge	-1
2S+1	1
HOMO	-4.07	eV
E_LUMO	0.0360	hartree
largest force on an atom	0.0621	hartree/bohr
orbital gap	0.1858	Ha